Molecular formula: CH7OP3
Method: DFT, wB97M-V/def2-TZVPD

Results
Total energy: -1141.5091 Eh
Energy relative to the best compared isomer or geometry (same formula, charge and spin): 70.1 kJ/mol

Last columns: bonded neighbours and bond lengths (Å).
CARTESIAN COORDINATES (ANGSTROEM)
1 C -1.2790 0.7807 0.1958  O2 1.417, H6 1.065, H7 1.104, H8 1.147
2 O -0.3397 1.5270 -0.5585  C1 1.417, H9 0.988
3 P 3.1758 0.8449 0.5476  P5 2.039, H10 1.365
4 P 1.2666 -1.7693 0.4126  P5 2.179, H11 1.340, H12 1.394
5 P 2.2576 -0.3065 -0.8622  P3 2.039, P4 2.179
6 H -0.8573 0.7295 1.1721  C1 1.065
7 H -1.4302 -0.2209 -0.2436  C1 1.104
8 H -2.3300 1.2395 0.1846  C1 1.147
9 H -0.6022 1.8234 -1.4635  O2 0.988
10 H 3.6538 1.6511 -0.4442  P3 1.365
11 H 2.1766 -2.7329 0.2161  P4 1.340
12 H 0.4355 -2.4614 -0.4672  P4 1.394